Molecular formula: C11H21FO6S
Method: DFT, ωB97M-V with the def2-TZVPD basis set

Its SMILES is O=C(F)OCC[SH](=O)=O.C1CCOC1.C1CCOC1. For the total energy, the calculation gives -1381.1704 Eh. The LUMO energy comes out at 0.56 eV. Its strongest force on any atom is 0.6 eV Å⁻¹. For the molar mass, the calculation gives 300.348 Da.

Geometry as XYZ:
```
40
C11H21FO6S | the OMol25 dataset | ωB97M-V with the def2-TZVPD basis set
O -1.141 -3.933 -1.182
C -1.053 -2.796 -0.890
F -1.928 -1.873 -1.346
O -0.187 -2.237 -0.051
C 0.542 -1.093 -0.546
C -0.071 0.221 -0.093
S 0.174 0.537 1.642
O -0.745 -0.284 2.380
O 0.201 1.959 1.841
H 1.550 -1.206 -0.151
H 0.613 -1.126 -1.634
H -1.161 0.199 -0.187
H 0.361 1.057 -0.640
H 1.418 0.050 1.881
C 4.953 1.279 -1.287
C 5.790 0.605 -0.202
C 4.727 0.234 0.823
O 3.530 -0.024 0.077
C 3.690 0.429 -1.272
H 5.433 1.297 -2.264
H 4.721 2.307 -1.000
H 6.267 -0.294 -0.597
H 6.564 1.247 0.215
H 4.539 1.058 1.517
H 4.978 -0.657 1.399
H 3.790 -0.442 -1.928
H 2.799 0.987 -1.567
C -5.434 -0.226 -0.201
C -5.120 -0.138 1.292
C -3.631 0.174 1.275
O -3.393 0.929 0.078
C -4.542 0.871 -0.768
H -6.486 -0.075 -0.439
H -5.131 -1.199 -0.592
H -5.675 0.685 1.747
H -5.350 -1.049 1.842
H -3.032 -0.740 1.232
H -3.296 0.754 2.133
H -5.047 1.843 -0.747
H -4.218 0.673 -1.791
```


Molecular formula: C11H21N2O8S2
Method: DFT, ωB97M-V with the def2-TZVPD basis set

For the total energy, the calculation gives -1939.6250 Eh. The LUMO energy comes out at 2.28 eV. Its net charge is -1. Its strongest force on any atom is 0.5 eV Å⁻¹. For the molar mass, the calculation gives 373.429 Da.

Geometry as XYZ:
```
44
C11H21N2O8S2 | the OMol25 dataset | ωB97M-V with the def2-TZVPD basis set
C -1.589 -0.286 0.287
C -1.785 0.865 -0.703
C -2.842 0.601 -1.779
N -2.900 -0.763 -2.301
S -1.693 -1.297 -3.318
O -0.415 -1.323 -2.625
O -2.173 -2.582 -3.772
N -1.727 -0.242 -4.505
S -0.527 0.760 -4.751
O -0.121 1.552 -3.609
O -0.791 1.473 -5.984
H -1.068 0.082 1.171
H -2.526 -0.767 0.581
H -0.970 -1.050 -0.190
H -2.083 1.757 -0.137
H -0.840 1.101 -1.190
H -2.673 1.254 -2.635
H -3.839 0.839 -1.392
H -3.030 -1.456 -1.573
H 0.523 -0.051 -5.010
O -1.395 -2.723 2.179
C -0.213 -2.825 2.264
O 0.478 -2.495 3.395
C 1.887 -2.594 3.158
C 2.038 -3.547 1.975
C 0.762 -3.263 1.189
H 2.268 -1.596 2.927
H 2.360 -2.950 4.071
H 2.957 -3.382 1.415
H 2.036 -4.579 2.330
H 0.875 -2.433 0.489
H 0.363 -4.117 0.649
O -0.670 2.103 2.505
C 0.347 2.434 1.973
O 0.733 1.926 0.783
C 2.017 2.427 0.398
C 2.187 3.725 1.184
C 1.395 3.426 2.455
H 2.771 1.683 0.668
H 2.017 2.555 -0.681
H 3.230 3.985 1.352
H 1.714 4.545 0.642
H 1.999 2.932 3.219
H 0.912 4.294 2.895
```


Molecular formula: C11H21N3
Method: DFT, ωB97M-V with the def2-TZVPD basis set

As for the energy above the lowest of the compared OMol25 structures with the same formula, charge and spin: 116.3 kcal per mole. Its SMILES is CC(C)(C)\C=N/C=C\N=N\C(C)(C)C. For the total energy, the calculation gives -595.7923 Eh. The LUMO energy comes out at 0.33 eV. Its strongest force on any atom is 7.2 eV Å⁻¹. For the molar mass, the calculation gives 195.310 Da.

Geometry as XYZ:
```
35
C11H21N3 | the OMol25 dataset | ωB97M-V with the def2-TZVPD basis set
C 0.904 2.295 1.700
C 1.620 0.898 2.073
C 2.975 0.855 1.345
C 1.564 0.966 3.622
C 0.906 -0.345 1.502
N -0.312 -0.453 1.273
C -1.439 0.112 1.599
C -2.448 0.277 0.715
N -2.453 0.004 -0.568
N -1.376 -0.209 -1.183
C -1.448 -1.032 -2.401
C -1.284 -2.472 -1.721
C -2.799 -0.953 -3.258
C -0.389 -0.613 -3.360
H 1.060 2.385 0.585
H 1.447 3.163 2.285
H -0.229 2.112 1.893
H 2.990 0.951 0.288
H 3.660 1.515 1.845
H 3.409 -0.063 1.590
H 0.607 0.757 3.919
H 2.117 1.825 4.030
H 2.214 0.031 3.922
H 1.682 -1.050 1.358
H -1.666 0.180 2.577
H -3.528 0.590 0.966
H -1.611 -3.263 -2.475
H -0.308 -2.505 -1.480
H -1.847 -2.655 -0.823
H -3.638 -1.245 -2.530
H -2.755 -1.503 -4.077
H -2.767 0.026 -3.526
H 0.534 -0.478 -2.834
H -0.284 -1.099 -4.405
H -0.490 0.402 -3.557
```


Molecular formula: C11H21N5O3
Method: DFT, ωB97M-V with the def2-TZVPD basis set

As for the energy above the lowest of the compared OMol25 structures with the same formula, charge and spin: 103.7 kcal per mole. Its SMILES is [H]/N=C(/N)NCCC[C@H](NC(=O)[C@@H]1CCCN1)C(=O)O. For the total energy, the calculation gives -931.1533 Eh. The LUMO energy comes out at 0.13 eV. Its strongest force on any atom is 5.5 eV Å⁻¹. For the molar mass, the calculation gives 271.321 Da.

Geometry as XYZ:
```
40
C11H21N5O3 | the OMol25 dataset | ωB97M-V with the def2-TZVPD basis set
H 6.109 -1.336 0.130
N 6.107 -0.395 0.048
C 5.020 0.146 -0.280
N 4.931 1.559 -0.505
N 3.932 -0.597 -0.595
C 3.410 -1.557 0.365
C 2.123 -1.011 1.084
C 1.124 -0.803 -0.173
C 0.067 0.324 0.093
N -1.092 0.291 -0.778
C -2.119 1.005 -0.231
O -2.018 1.996 0.523
C -3.487 0.729 -0.780
C -4.522 0.828 0.391
C -4.625 -0.599 1.028
C -4.252 -1.563 -0.268
N -3.798 -0.589 -1.289
C 0.945 1.700 0.049
O 2.195 1.698 0.114
O 0.299 2.877 0.139
H 3.974 2.096 -0.400
H 5.822 2.136 -0.484
H 3.338 -0.024 -1.263
H 4.250 -1.827 1.077
H 3.336 -2.420 -0.291
H 1.683 -1.693 1.824
H 2.606 -0.107 1.502
H 1.547 -0.675 -1.173
H 0.696 -1.751 -0.429
H -0.565 0.058 0.981
H -1.259 -0.717 -0.981
H -3.604 1.483 -1.540
H -5.553 0.978 -0.059
H -4.304 1.580 1.128
H -3.794 -0.512 1.698
H -5.650 -0.713 1.581
H -5.126 -2.177 -0.567
H -3.437 -2.222 0.144
H -3.725 -0.923 -2.145
H -0.583 2.727 0.331
```


Molecular formula: C11H21NO
Method: DFT, ωB97M-V with the def2-TZVPD basis set

As for the energy above the lowest of the compared OMol25 structures with the same formula, charge and spin: 129.7 kcal per mole. Its SMILES is CC[C@]1(C)[C@@H](C(C)(C)C)[C@@]1(C)N=O. For the total energy, the calculation gives -561.5503 Eh. The LUMO energy comes out at 0.31 eV. Its strongest force on any atom is 4.0 eV Å⁻¹. For the molar mass, the calculation gives 183.295 Da.

Geometry as XYZ:
```
34
C11H21NO | the OMol25 dataset | ωB97M-V with the def2-TZVPD basis set
C 1.604 -3.015 0.518
C 1.066 -1.735 1.195
C 0.004 -1.002 0.428
C -1.143 -1.848 0.078
C 0.348 0.414 -0.072
C -0.185 1.223 -1.230
C 0.862 0.989 -2.452
C -0.043 2.692 -0.829
C -1.548 0.846 -1.806
C -0.453 0.254 1.209
C 0.175 0.894 2.451
N -1.855 0.352 1.158
O -2.423 0.969 2.056
H 0.993 -3.877 0.455
H 2.486 -3.379 1.155
H 2.021 -2.565 -0.333
H 1.932 -1.119 1.253
H 0.590 -1.819 2.244
H -1.322 -2.630 0.989
H -0.816 -2.527 -0.681
H -2.064 -1.403 -0.172
H 1.490 0.549 0.157
H 0.727 1.980 -2.982
H 0.529 0.238 -3.212
H 1.913 0.932 -2.040
H -0.083 3.400 -1.698
H -0.902 3.044 -0.211
H 0.917 2.811 -0.184
H -1.836 1.395 -2.693
H -2.347 1.005 -1.031
H -1.422 -0.240 -1.912
H 1.234 0.947 2.326
H -0.107 0.392 3.337
H -0.342 1.835 2.527
```


Molecular formula: C11H21O7P
Method: DFT, ωB97M-V with the def2-TZVPD basis set

Its SMILES is C[C@@H]1COC(=O)O1.C[C@@H]1COC(=O)O1.C[PH3]CC=O. For the total energy, the calculation gives -1299.6937 Eh. The LUMO energy comes out at 0.64 eV. Its strongest force on any atom is 3.2 eV Å⁻¹. For the molar mass, the calculation gives 296.256 Da.

Geometry as XYZ:
```
40
C11H21O7P | the OMol25 dataset | ωB97M-V with the def2-TZVPD basis set
C -0.156 -2.720 6.019
C 0.114 -2.246 4.611
C -0.562 -0.944 4.262
O -0.749 -1.069 2.848
C -0.860 -2.397 2.578
O -1.249 -2.843 1.547
O -0.465 -3.138 3.645
H 0.383 -3.645 6.222
H 0.154 -1.970 6.747
H -1.217 -2.932 6.156
H 1.191 -2.198 4.425
H 0.043 -0.071 4.497
H -1.544 -0.836 4.730
C 0.651 4.297 -3.250
C -0.313 3.148 -3.080
C -1.568 3.271 -3.910
O -2.525 2.553 -3.124
C -2.128 2.656 -1.828
O -2.807 2.381 -0.896
O -0.853 3.118 -1.748
H 1.548 4.136 -2.652
H 0.945 4.407 -4.294
H 0.202 5.230 -2.906
H 0.193 2.196 -3.263
H -1.469 2.829 -4.899
H -1.911 4.305 -4.011
C -0.990 -0.543 -0.587
P 0.778 -1.165 -0.849
C 2.576 -1.752 -1.281
C 2.685 -1.790 -2.771
O 2.680 -0.819 -3.436
H -1.591 -0.884 -1.434
H -1.477 -0.898 0.310
H -0.956 0.553 -0.666
H 0.294 -2.300 -1.575
H 1.071 -1.232 0.544
H 1.046 0.002 -1.627
H 2.758 -2.780 -0.947
H 3.355 -1.134 -0.831
H 2.721 -2.778 -3.274
```


Molecular formula: C11H22AsBiCl2N5OS
Method: DFT, ωB97M-V with the def2-TZVPD basis set

For the total energy, the calculation gives -4549.3485 Eh. The LUMO energy comes out at -10.18 eV. Its net charge is +3. Its strongest force on any atom is 2.2 eV Å⁻¹. For the molar mass, the calculation gives 627.206 Da.

Geometry as XYZ:
```
44
C11H22AsBiCl2N5OS | the OMol25 dataset | ωB97M-V with the def2-TZVPD basis set
Bi 0.775 -1.095 -1.434
Cl 3.781 -1.377 -0.587
C 5.510 -0.994 -1.349
Cl 5.570 0.648 -1.930
H 5.661 -1.683 -2.183
H 6.258 -1.119 -0.564
C -3.719 -0.139 0.229
As -3.078 -1.031 -1.348
C -3.567 -2.895 -1.327
C -3.595 -0.141 -2.969
O -1.312 -0.884 -1.226
H -4.814 -0.182 0.193
H -3.407 0.910 0.228
H -3.326 -0.701 1.078
H -4.656 -2.958 -1.241
H -3.046 -3.326 -0.472
H -3.231 -3.320 -2.294
H -4.685 -0.062 -2.972
H -3.261 -0.731 -3.850
H -3.133 0.866 -2.999
C 0.906 2.122 3.767
C -0.128 1.043 3.643
C 0.421 -0.163 2.871
N 0.392 -0.081 1.583
N 0.846 -1.204 0.939
C 1.320 -2.135 1.766
N 1.877 -3.287 1.278
S 1.174 -1.655 3.445
H 0.634 2.876 4.529
H 1.060 2.698 2.819
H 1.889 1.715 4.080
H -1.025 1.379 3.104
H -0.503 0.637 4.611
H 2.422 -3.235 0.425
H 2.280 -3.909 1.955
N 1.137 3.300 -0.925
C 0.561 3.293 -2.208
C 0.399 1.979 -2.542
N 0.902 1.196 -1.480
C 1.302 2.053 -0.535
H 1.386 4.102 -0.349
H 0.379 4.200 -2.767
H -0.046 1.554 -3.415
H 1.690 1.737 0.423
```


Molecular formula: C11H22B2
Method: DFT, ωB97M-V with the def2-TZVPD basis set

As for the energy above the lowest of the compared OMol25 structures with the same formula, charge and spin: 28.3 kcal per mole. For the total energy, the calculation gives -481.9176 Eh. The LUMO energy comes out at 0.59 eV. Its strongest force on any atom is 4.5 eV Å⁻¹. For the molar mass, the calculation gives 175.921 Da.

Geometry as XYZ:
```
35
C11H22B2 | the OMol25 dataset | ωB97M-V with the def2-TZVPD basis set
B 0.847 1.827 -1.667
B -1.603 -1.472 0.512
C 2.613 -0.132 -1.020
C 1.612 0.722 -0.873
C 1.471 -0.556 2.289
C 0.525 -1.631 2.034
C 0.793 0.716 1.796
C -0.065 -1.101 0.599
C 0.238 0.349 0.472
C 0.128 1.436 -3.054
C 0.709 3.262 -1.012
C -1.983 -2.308 -0.743
C -2.614 -0.917 1.495
H 2.825 -0.902 -0.285
H 3.377 0.038 -1.802
H 1.754 -0.269 3.303
H 2.394 -0.740 1.705
H 0.958 -2.586 1.952
H -0.264 -1.519 2.831
H -0.045 0.958 2.460
H 1.339 1.663 1.927
H 0.503 -1.683 -0.154
H -0.553 0.875 0.065
H 0.191 0.476 -3.559
H 0.669 2.103 -3.773
H -0.955 1.669 -3.037
H 1.658 3.760 -1.474
H 0.670 3.119 0.087
H -0.207 3.685 -1.372
H -3.005 -2.332 -1.121
H -1.639 -3.313 -0.735
H -1.495 -2.090 -1.787
H -2.487 0.129 1.572
H -2.201 -1.185 2.467
H -3.638 -1.146 1.366
```


Repeat the seventh record exactly.
Molecular formula: C11H22AsBiCl2N5OS
Method: DFT, ωB97M-V with the def2-TZVPD basis set

For the total energy, the calculation gives -4549.3485 Eh. The LUMO energy comes out at -10.18 eV. Its net charge is +3. Its strongest force on any atom is 2.2 eV Å⁻¹. For the molar mass, the calculation gives 627.206 Da.

Geometry as XYZ:
```
44
C11H22AsBiCl2N5OS | the OMol25 dataset | ωB97M-V with the def2-TZVPD basis set
Bi 0.775 -1.095 -1.434
Cl 3.781 -1.377 -0.587
C 5.510 -0.994 -1.349
Cl 5.570 0.648 -1.930
H 5.661 -1.683 -2.183
H 6.258 -1.119 -0.564
C -3.719 -0.139 0.229
As -3.078 -1.031 -1.348
C -3.567 -2.895 -1.327
C -3.595 -0.141 -2.969
O -1.312 -0.884 -1.226
H -4.814 -0.182 0.193
H -3.407 0.910 0.228
H -3.326 -0.701 1.078
H -4.656 -2.958 -1.241
H -3.046 -3.326 -0.472
H -3.231 -3.320 -2.294
H -4.685 -0.062 -2.972
H -3.261 -0.731 -3.850
H -3.133 0.866 -2.999
C 0.906 2.122 3.767
C -0.128 1.043 3.643
C 0.421 -0.163 2.871
N 0.392 -0.081 1.583
N 0.846 -1.204 0.939
C 1.320 -2.135 1.766
N 1.877 -3.287 1.278
S 1.174 -1.655 3.445
H 0.634 2.876 4.529
H 1.060 2.698 2.819
H 1.889 1.715 4.080
H -1.025 1.379 3.104
H -0.503 0.637 4.611
H 2.422 -3.235 0.425
H 2.280 -3.909 1.955
N 1.137 3.300 -0.925
C 0.561 3.293 -2.208
C 0.399 1.979 -2.542
N 0.902 1.196 -1.480
C 1.302 2.053 -0.535
H 1.386 4.102 -0.349
H 0.379 4.200 -2.767
H -0.046 1.554 -3.415
H 1.690 1.737 0.423
```


Question: Which of these has the lowest strongest force on any atom?
Answer: C11H21N2O8S2